1.
{
  "formula": "C5H8N3",
  "method": "ωB97M-V/def2-TZVPD",
  "e_homo_ha": [-0.4720, -0.4720],
  "charge": 1,
  "lumo_energy_ha": [-0.1946, -0.1947],
  "homo_lumo_gap_ev": [7.5, 7.5],
  "symbols": ["C", "C", "C", "C", "C", "N", "N", "N", "H", "H", "H", "H", "H", "H", "H", "H"],
  "positions_angstrom": [[1.2022, 0.8143, -0.1532], [-0.9940, -0.3499, 0.0550], [-0.5349, 1.7748, 0.9151], [0.4915, -0.5960, -0.0843], [0.9726, -1.4079, -1.3348], [0.6360, 1.8369, 0.3434], [-2.0264, -0.9528, 0.0001], [-1.2015, 2.5832, 1.7545], [2.1518, 0.8978, -0.6156], [0.5329, -1.0193, 0.8886], [0.4776, -2.3538, -1.2319], [2.0940, -1.2834, -1.5304], [0.5189, -1.0134, -2.3228], [-3.0288, -0.7347, 0.2102], [-2.1230, 2.1836, 1.8062], [-0.7262, 3.0556, 2.5664]]
}

***

2.
{
  "formula": "C3H4N2OS",
  "method": "ωB97M-V/def2-TZVPD",
  "e_homo_ha": -0.3293,
  "charge": 0,
  "lumo_energy_ha": 0.0196,
  "homo_lumo_gap_ev": 9.5,
  "smiles": "Cc1snnc1O",
  "symbols": ["C", "C", "S", "N", "N", "C", "O", "H", "H", "H", "H"],
  "positions_angstrom": [[-1.5122, 0.1930, 0.5280], [-0.2443, 0.5966, -0.1740], [0.4255, 1.9662, -0.8698], [1.8792, 1.1810, -1.1852], [1.9066, -0.0429, -0.8848], [0.8024, -0.3640, -0.1627], [0.5694, -1.6539, 0.1868], [-2.0297, 1.0820, 0.9397], [-2.1252, -0.4372, -0.0705], [-1.1690, -0.4421, 1.3172], [1.4973, -2.0787, 0.3753]]
}

***

3.
{
  "formula": "C4H12O3",
  "method": "ωB97M-V/def2-TZVPD",
  "e_homo_ha": -0.3735,
  "charge": 0,
  "lumo_energy_ha": 0.0247,
  "homo_lumo_gap_ev": 10.8,
  "smiles": "C[C@H](O)CCO.O",
  "symbols": ["C", "C", "O", "C", "C", "O", "H", "H", "H", "H", "H", "H", "H", "H", "H", "H", "O", "H", "H"],
  "positions_angstrom": [[0.5335, 1.3116, -1.1342], [0.0317, -0.0787, -0.6484], [-1.4139, -0.4198, -0.9050], [0.3739, -0.2597, 0.8465], [1.1983, -1.5991, 0.8353], [0.3911, -2.6878, 0.4429], [0.4967, 1.2815, -2.3050], [1.5932, 1.4340, -0.7246], [-0.0484, 2.3117, -0.7827], [0.5500, -0.7977, -1.3348], [-1.5306, -0.0947, -1.8275], [0.9518, 0.6168, 1.1804], [-0.5381, -0.4305, 1.3940], [2.0976, -1.4841, 0.1853], [1.7351, -1.7693, 1.7414], [-0.1789, -2.3829, -0.2629], [-1.7692, 1.9408, 1.1114], [-2.0311, 1.3507, 0.4031], [-2.4427, 1.7570, 1.7847]]
}

***

4.
{
  "formula": "C32H31BClF5N8O3SZr",
  "method": "ωB97M-V/def2-TZVPD",
  "spin_multiplicity": 2,
  "e_homo_ha": [-0.4137, -0.4138],
  "charge": 1,
  "lumo_energy_ha": [-0.1195, -0.1826],
  "homo_lumo_gap_ev": [8.0, 6.3],
  "symbols": ["Zr", "C", "C", "C", "C", "N", "N", "B", "N", "C", "C", "C", "C", "N", "N", "C", "C", "C", "C", "N", "N", "C", "C", "C", "C", "N", "H", "H", "H", "H", "H", "H", "H", "H", "H", "H", "H", "H", "H", "H", "H", "H", "H", "H", "H", "H", "C", "O", "C", "C", "C", "C", "C", "C", "O", "C", "O", "C", "H", "H", "H", "H", "H", "H", "H", "H", "H", "F", "C", "C", "F", "C", "F", "C", "S", "C", "F", "C", "F", "Cl", "C", "H", "H"],
  "positions_angstrom": [[0.7757, 0.4586, 0.6986], [-3.0176, -0.0604, 1.3002], [-2.3389, -0.8572, 0.2351], [-2.9396, -1.8107, -0.5833], [-1.9448, -2.2274, -1.4393], [-0.8282, -1.5465, -1.1598], [-1.0484, -0.7220, -0.1059], [0.6133, -1.6878, -1.7311], [1.2661, -0.2610, -1.9792], [1.4123, 0.2705, -3.2034], [2.3460, 1.2770, -3.1531], [2.7606, 1.3306, -1.8233], [3.7944, 2.2305, -1.2404], [2.1082, 0.4056, -1.1094], [1.4519, -2.3779, -0.6443], [1.9453, -3.6172, -0.5727], [2.4390, -3.8117, 0.6965], [2.1976, -2.6181, 1.3762], [2.5602, -2.3452, 2.7990], [1.5893, -1.7451, 0.5562], [0.5845, -2.4379, -3.0353], [-0.2848, -2.3344, -4.0774], [0.3275, -2.8343, -5.1926], [1.6134, -3.2285, -4.7486], [2.7015, -3.8757, -5.5402], [1.7697, -2.9601, -3.4676], [-3.1687, 0.9692, 0.9673], [-3.9948, -0.4943, 1.5038], [-2.4503, -0.0322, 2.2274], [-3.9608, -2.1470, -0.5496], [-1.9660, -2.9780, -2.2096], [0.8932, -0.1408, -4.0539], [2.7166, 1.8642, -3.9751], [4.5954, 2.3668, -1.9657], [3.3783, 3.2113, -1.0103], [4.2188, 1.8146, -0.3303], [1.9349, -4.2586, -1.4357], [2.9208, -4.6914, 1.0853], [2.0115, -3.0175, 3.4611], [3.6226, -2.5350, 2.9514], [2.3468, -1.3257, 3.0966], [-1.2618, -1.8940, -3.9678], [-0.0852, -2.9249, -6.1825], [2.7941, -3.4117, -6.5215], [3.6510, -3.7898, -5.0164], [2.4913, -4.9349, -5.6939], [-1.7348, 5.4385, -3.5649], [-2.1614, 5.7690, -2.2458], [-1.8271, 4.9514, -1.2469], [-2.2926, 5.3585, 0.0328], [-2.0074, 4.5934, 1.1125], [-1.2519, 3.3864, 1.0084], [-1.0660, 2.5647, 2.1395], [-1.5896, 2.9575, 3.4885], [-0.4883, 1.4270, 2.0907], [-0.7734, 3.0054, -0.2852], [-0.0527, 1.9445, -0.4777], [-1.0868, 3.7973, -1.4019], [-2.1149, 6.2275, -4.2049], [-2.1498, 4.4781, -3.8745], [-0.6454, 5.4102, -3.6195], [-2.8662, 6.2703, 0.1100], [-2.3752, 4.9077, 2.0789], [-2.6807, 2.9082, 3.4933], [-1.2988, 3.9749, 3.7441], [-1.1994, 2.2746, 4.2373], [-0.7100, 3.4691, -2.3587], [-1.7823, -0.5978, 6.9378], [-1.7397, -1.2819, 5.8123], [-0.8789, -0.8860, 4.7945], [-0.0896, 0.1709, 4.9727], [-0.8613, -1.6073, 3.6258], [-0.0447, -1.1948, 2.6461], [-1.6504, -2.7514, 3.4105], [-1.5458, -3.6503, 1.9710], [-2.5098, -3.1131, 4.4705], [-3.2927, -4.1673, 4.3543], [-2.5562, -2.3943, 5.6470], [-3.3651, -2.7526, 6.6337], [2.2647, 2.5717, 1.6164], [2.3599, 0.8670, 2.2464], [2.1515, 0.9009, 3.3127], [3.3705, 0.5081, 2.0570]]
}

***

5.
{
  "formula": "C39H46N10S2Y",
  "method": "ωB97M-V/def2-TZVPD",
  "e_homo_ha": -0.3620,
  "charge": 1,
  "lumo_energy_ha": -0.0600,
  "homo_lumo_gap_ev": 8.2,
  "symbols": ["Y", "C", "N", "C", "C", "N", "C", "C", "C", "C", "C", "C", "C", "S", "C", "C", "C", "C", "C", "C", "S", "H", "H", "H", "H", "H", "H", "H", "H", "H", "H", "H", "H", "H", "H", "H", "H", "H", "H", "C", "N", "C", "C", "N", "C", "C", "C", "C", "C", "C", "N", "C", "N", "C", "C", "C", "C", "C", "C", "N", "H", "H", "H", "H", "H", "H", "H", "H", "H", "H", "H", "H", "H", "H", "H", "C", "C", "N", "C", "N", "C", "C", "C", "N", "C", "H", "H", "H", "H", "H", "H", "H", "H", "H", "H", "H", "H", "H"],
  "positions_angstrom": [[-0.3641, -0.4922, 0.7604], [1.2406, 0.0628, -1.9868], [0.4236, -1.1199, -1.6420], [-0.7095, -1.2880, -2.5866], [-2.0785, -0.9887, -1.9653], [-2.2917, -1.6424, -0.6568], [-2.1529, -3.1051, -0.7759], [-3.6417, -1.3621, -0.1732], [-4.7451, -1.8935, -0.8363], [-6.0352, -1.7095, -0.3772], [-6.2518, -0.9839, 0.7833], [-5.1771, -0.4502, 1.4567], [-3.8688, -0.6285, 0.9968], [-2.6130, 0.1245, 1.9695], [1.2574, -2.3179, -1.7092], [1.9062, -2.6340, -2.9001], [2.6752, -3.7747, -3.0267], [2.8217, -4.6243, -1.9412], [2.1761, -4.3363, -0.7599], [1.3745, -3.1998, -0.6278], [0.5193, -3.0270, 0.9052], [1.6659, -0.0240, -2.9924], [2.0701, 0.1432, -1.2798], [0.6222, 0.9640, -1.9467], [-0.7040, -2.3116, -2.9695], [-0.5918, -0.6210, -3.4454], [-2.8482, -1.3078, -2.6858], [-2.1570, 0.0874, -1.8079], [-2.8022, -3.5253, -1.5505], [-2.4067, -3.5605, 0.1826], [-1.1276, -3.3725, -1.0190], [-4.5998, -2.4777, -1.7326], [-6.8627, -2.1445, -0.9156], [-7.2517, -0.8460, 1.1641], [-5.3148, 0.1086, 2.3692], [1.7980, -1.9861, -3.7569], [3.1395, -4.0051, -3.9728], [3.4176, -5.5182, -2.0287], [2.2427, -5.0005, 0.0880], [-1.7340, 3.1911, 0.0602], [-2.3442, 2.0224, -0.5497], [-3.1018, 2.3647, -1.7455], [-2.2343, 2.3670, -2.9687], [-0.9478, 2.1706, -3.0070], [-0.6046, 2.1760, -4.3438], [0.6223, 2.0013, -4.9786], [0.6442, 2.0278, -6.3573], [-0.5167, 2.2256, -7.1080], [-1.7425, 2.4117, -6.5026], [-1.7673, 2.3807, -5.1192], [-2.7896, 2.5036, -4.2096], [-0.5118, 2.9013, 0.8681], [0.3705, 1.9399, 0.6743], [1.4389, 2.2432, 1.5086], [2.6948, 1.6574, 1.6247], [3.5473, 2.1673, 2.5828], [3.1870, 3.2457, 3.3950], [1.9757, 3.8921, 3.2373], [1.1206, 3.3863, 2.2701], [-0.1175, 3.7791, 1.8223], [-2.4446, 3.7518, 0.6920], [-1.4065, 3.8529, -0.7523], [-2.9611, 1.5833, 0.1357], [-3.6027, 3.3440, -1.6571], [-3.8879, 1.6184, -1.8990], [1.5263, 1.8624, -4.4082], [1.5803, 1.8974, -6.8795], [-0.4531, 2.2438, -8.1848], [-2.6414, 2.5680, -7.0782], [-3.7586, 2.6689, -4.4220], [2.9918, 0.8435, 0.9832], [4.5263, 1.7287, 2.7047], [3.8787, 3.5915, 4.1487], [1.7153, 4.7522, 3.8343], [-0.6368, 4.5840, 2.1388], [4.2672, -2.2969, 3.6262], [4.0569, -1.6519, 2.2662], [2.6756, -1.2255, 2.1348], [1.9633, -0.8006, 3.2340], [0.7134, -0.4684, 3.0118], [-0.0708, -0.0789, 4.1821], [0.7793, 0.7291, 5.1539], [1.9415, -0.1450, 5.5881], [2.5871, -0.7134, 4.4237], [3.9142, -1.2467, 4.6649], [5.2934, -2.6344, 3.7535], [3.5953, -3.1530, 3.7256], [4.2785, -2.3443, 1.4523], [4.7157, -0.7812, 2.1654], [2.1063, -1.8925, 1.5973], [-0.4545, -0.9785, 4.6842], [-0.9348, 0.5058, 3.8560], [0.1933, 1.0327, 6.0189], [1.1616, 1.6182, 4.6472], [1.5841, -0.9508, 6.2436], [2.6876, 0.4369, 6.1413], [3.9290, -1.6905, 5.6643], [4.6437, -0.4251, 4.6467]]
}

***

6.
{
  "formula": "H11LiO6",
  "method": "ωB97M-V/def2-TZVPD",
  "e_homo_ha": -0.3998,
  "charge": 0,
  "lumo_energy_ha": -0.0128,
  "homo_lumo_gap_ev": 10.5,
  "symbols": ["Li", "O", "H", "O", "H", "H", "O", "H", "H", "O", "H", "H", "O", "H", "H", "O", "H", "H"],
  "positions_angstrom": [[0.2387, -1.6032, -0.9187], [-0.5563, -0.2062, 0.3943], [-1.1063, 0.1058, 0.9523], [-2.3833, -0.0692, -1.4157], [-2.4713, 0.9158, -1.5417], [-1.7513, -0.1062, -0.7167], [1.7547, 0.2318, 1.6773], [0.8417, -0.0522, 1.3173], [1.5007, 1.1568, 1.8133], [0.7077, 1.7628, -0.9487], [0.1777, 1.1058, -0.3477], [1.2657, 2.2318, -0.2887], [1.4987, -0.5612, -2.0887], [1.3777, 0.3918, -1.5917], [1.3037, -0.3012, -3.1277], [-1.0353, -2.0382, 2.2993], [-0.9143, -1.4142, 1.5413], [-0.4493, -1.5512, 2.9903]]
}

***

no.,total energy (eV)
1,-9774.0692
2,-19037.1940
3,-10483.8114
4,-90651.9255
5,-78806.0761
6,-12669.0849